No. 1
{
  "formula": "C4H5ClN2",
  "method": "wB97M-V/def2-TZVPD",
  "charge": 0,
  "fmax_ev_per_a": 5.7,
  "multiplicity": 1,
  "orbital_gap_ev": 8.4626,
  "de_lowest_kcal_mol": 103.4,
  "lumo_ev": 0.50,
  "symbols": ["C", "C", "C", "C", "N", "N", "Cl", "H", "H", "H", "H", "H"],
  "positions_angstrom": [[-0.298, 0.024, 0.483], [-3.346, 0.828, -0.275], [-0.105, -2.302, -0.085], [0.377, 1.183, -0.102], [-0.082, -1.132, 0.281], [-3.509, 1.867, -0.756], [-3.322, -0.631, 0.378], [0.506, -3.211, 0.343], [-0.784, -2.499, -0.948], [1.405, 1.449, 0.287], [0.785, 0.919, -1.172], [-0.224, 2.093, -0.109]],
  "mulliken_charge": [-0.055, 0.436, -0.420, -0.846, 0.000, -0.363, -0.076, 0.207, 0.241, 0.325, 0.275, 0.275]
}

---

No. 2
{
  "formula": "C28H28I2N3O2Pd",
  "method": "wB97M-V/def2-TZVPD",
  "charge": -1,
  "fmax_ev_per_a": 0.6,
  "multiplicity": 1,
  "orbital_gap_ev": 6.0502,
  "de_lowest_kcal_mol": 50.5,
  "lumo_ev": 2.27,
  "symbols": ["Pd", "I", "C", "C", "C", "I", "C", "O", "C", "C", "N", "C", "C", "C", "C", "C", "C", "N", "C", "H", "H", "H", "H", "H", "H", "H", "H", "H", "H", "H", "C", "C", "C", "C", "C", "C", "C", "O", "C", "C", "C", "H", "H", "H", "H", "H", "H", "H", "H", "H", "H", "H", "H", "C", "C", "C", "N", "C", "C", "H", "H", "H", "H", "H"],
  "positions_angstrom": [[0.150, 0.332, 0.130], [3.602, 7.026, -2.202], [3.089, 5.067, -1.641], [4.085, 4.125, -1.425], [3.709, 2.855, -1.044], [5.192, 1.421, -0.667], [2.354, 2.417, -0.859], [2.112, 1.225, -0.478], [1.371, 3.438, -1.109], [-0.120, 3.167, -1.064], [-0.567, 2.435, 0.115], [-0.361, 3.152, 1.376], [0.885, 2.688, 2.101], [1.880, 3.567, 2.503], [3.005, 3.061, 3.135], [3.095, 1.696, 3.347], [2.051, 0.895, 2.911], [0.969, 1.373, 2.308], [1.759, 4.719, -1.484], [5.130, 4.377, -1.541], [-0.421, 2.585, -1.937], [-0.630, 4.137, -1.130], [-1.534, 2.115, 0.035], [-1.221, 2.965, 2.020], [-0.290, 4.229, 1.196], [1.787, 4.624, 2.285], [3.807, 3.722, 3.437], [3.965, 1.256, 3.818], [2.091, -0.183, 3.033], [0.989, 5.465, -1.651], [0.221, -5.310, -0.075], [-0.541, -4.021, -0.351], [-0.243, -2.564, -1.970], [-1.346, -1.504, -1.729], [-1.228, -0.259, -2.588], [-2.379, -1.461, 0.590], [-3.207, -0.381, 0.898], [-3.053, 0.818, 0.544], [-2.470, -2.833, 1.037], [-3.608, -3.176, 1.984], [-1.664, -3.871, 0.671], [1.057, -5.428, -0.770], [-0.438, -6.179, -0.180], [0.618, -5.305, 0.945], [0.376, -2.356, -2.842], [-0.246, 0.194, -2.462], [-1.995, 0.464, -2.304], [-1.360, -0.529, -3.639], [-4.039, -0.595, 1.586], [-3.866, -2.346, 2.638], [-3.336, -4.027, 2.608], [-4.504, -3.446, 1.418], [-1.914, -4.821, 1.144], [-0.996, -3.906, -1.873], [0.425, -2.788, -0.599], [0.026, -1.645, 0.266], [-1.221, -1.187, -0.236], [-2.635, -2.252, -2.013], [-2.437, -3.559, -2.113], [-0.619, -4.729, -2.485], [1.483, -3.048, -0.593], [0.002, -1.864, 1.328], [-3.587, -1.735, -2.082], [-3.214, -4.302, -2.268]],
  "mulliken_charge": [-0.413, -0.025, -0.383, -0.492, -0.429, -0.055, 0.371, -0.354, 1.002, -1.197, -0.070, -1.101, 0.887, -0.782, -0.352, -0.680, -0.057, -0.191, -0.767, 0.361, 0.298, 0.397, 0.470, 0.481, 0.304, 0.324, 0.389, 0.384, 0.369, 0.353, -2.023, 2.383, -0.624, 1.291, -1.771, -0.734, -0.888, -0.670, 2.161, -2.206, -1.801, 0.524, 0.428, 0.408, 0.318, 0.237, 0.339, 0.525, 0.123, 0.407, 0.459, 0.271, 0.205, -0.143, -0.563, -0.275, 0.905, -1.241, -0.897, 0.513, 0.641, 0.858, 0.416, 0.379]
}

---

No. 3
{
  "formula": "C15H15F4N2",
  "method": "wB97M-V/def2-TZVPD",
  "charge": 1,
  "smiles": "C[N+](C)(N)C(c1cc(F)cc(F)c1)c1cc(F)cc(F)c1",
  "fmax_ev_per_a": 2.1,
  "multiplicity": 1,
  "orbital_gap_ev": 9.6464,
  "de_lowest_kcal_mol": 0.0,
  "lumo_ev": -3.34,
  "symbols": ["F", "C", "C", "C", "F", "C", "C", "C", "C", "C", "C", "F", "C", "C", "F", "C", "C", "H", "H", "H", "H", "H", "H", "H", "C", "N", "C", "N", "H", "H", "H", "H", "H", "H", "H", "H"],
  "positions_angstrom": [[-0.649, -0.234, 4.581], [0.046, 0.382, 3.562], [0.663, 1.598, 3.851], [1.349, 2.182, 2.787], [1.985, 3.388, 2.981], [1.370, 1.643, 1.510], [0.566, 0.544, 1.204], [0.409, 0.246, -0.300], [0.319, -1.236, -0.718], [1.060, -1.614, -1.848], [0.926, -2.884, -2.391], [1.501, -3.121, -3.617], [0.186, -3.896, -1.790], [-0.418, -3.552, -0.586], [-1.148, -4.530, 0.067], [-0.368, -2.257, -0.027], [0.051, -0.208, 2.285], [0.602, 2.075, 4.821], [2.021, 2.056, 0.749], [1.319, 0.622, -0.764], [1.769, -0.911, -2.277], [0.062, -4.870, -2.253], [-0.836, -2.141, 0.946], [-0.278, -1.244, 2.236], [-0.563, 2.586, -0.750], [-0.644, 1.119, -0.948], [-0.817, 0.969, -2.409], [-1.958, 0.780, -0.412], [0.269, 3.052, -1.290], [-1.509, 2.935, -1.204], [-0.561, 2.912, 0.294], [0.016, 1.394, -2.981], [-1.011, -0.060, -2.729], [-1.726, 1.570, -2.601], [-2.087, -0.222, -0.571], [-1.916, 0.929, 0.593]],
  "mulliken_charge": [-0.293, 0.312, -0.739, 0.448, -0.293, -0.902, 0.345, 0.184, 0.178, -0.666, 0.383, -0.293, -0.758, 0.157, -0.296, -0.652, -0.772, 0.520, 0.529, 0.635, 0.513, 0.511, 0.465, 0.392, -0.774, 0.409, -0.792, -0.780, 0.375, 0.371, 0.396, 0.379, 0.398, 0.377, 0.367, 0.365]
}

---

No. 4
{
  "formula": "C6H9N3O2S",
  "method": "wB97M-V/def2-TZVPD",
  "charge": 0,
  "smiles": "NNc1ccc(S(N)(=O)=O)cc1",
  "fmax_ev_per_a": 5.9,
  "multiplicity": 1,
  "orbital_gap_ev": 8.7376,
  "de_lowest_kcal_mol": 66.0,
  "lumo_ev": 0.52,
  "symbols": ["C", "C", "C", "C", "C", "C", "H", "H", "H", "H", "H", "H", "H", "H", "H", "N", "N", "N", "O", "O", "S"],
  "positions_angstrom": [[0.953, -0.677, -1.238], [-0.430, -0.407, -1.353], [-1.179, -0.128, -0.195], [-0.573, -0.064, 1.087], [0.788, -0.369, 1.203], [1.479, -0.793, 0.099], [0.881, -1.100, -3.943], [1.115, 0.478, -3.483], [2.766, -1.162, -2.022], [-0.963, -0.232, -2.260], [-2.256, -0.036, -0.281], [1.455, -0.334, 2.105], [2.583, -0.978, 0.111], [-2.045, 2.568, 2.106], [-0.775, 2.532, 3.036], [1.541, -0.379, -3.561], [1.721, -0.902, -2.273], [-1.640, 2.037, 2.798], [-2.889, -0.155, 1.961], [-0.930, -0.249, 3.627], [-1.602, 0.350, 2.476]],
  "mulliken_charge": [0.835, -0.550, -0.452, 0.188, -0.462, -0.733, 0.286, 0.279, 0.240, 0.328, 0.438, 0.304, 0.157, 0.265, 0.271, -0.676, -0.070, -0.531, -0.625, -0.627, 1.134]
}

---

No. 5
{
  "formula": "C5H9Br",
  "method": "wB97M-V/def2-TZVPD",
  "charge": 0,
  "fmax_ev_per_a": 3.6,
  "multiplicity": 1,
  "orbital_gap_ev": 9.6753,
  "de_lowest_kcal_mol": 60.3,
  "lumo_ev": 0.74,
  "symbols": ["C", "C", "C", "C", "C", "Br", "H", "H", "H", "H", "H", "H", "H", "H", "H"],
  "positions_angstrom": [[0.401, -0.176, -1.115], [-0.420, -0.503, 0.092], [0.727, 0.417, 0.217], [0.807, -0.829, 1.035], [0.751, 1.789, 0.771], [-2.263, -0.553, 0.744], [1.162, -0.949, -1.489], [0.115, 0.515, -1.852], [-2.439, -1.566, -1.822], [1.382, -1.640, 0.726], [-2.727, -2.136, -2.281], [0.485, -0.687, 2.072], [1.540, 1.821, 1.497], [-0.157, 1.840, 1.333], [0.636, 2.658, 0.072]],
  "mulliken_charge": [-0.458, -0.138, 0.801, -0.639, -1.340, -0.127, 0.132, 0.303, -0.251, 0.240, 0.231, 0.274, 0.329, 0.316, 0.327]
}